Density functional theory data (ωB97M-V with the def2-TZVPD basis set) for a 7-piece molecular cluster, CH16O7 overall at a distorted geometry.

Summary:
**Largest force on an atom**: 0.1947 Eh/bohr
**HOMO energy**: -7.9203 eV
**ΔE to the lowest compared entry with this formula, charge and spin**: 450.8 kJ/mol
**Gap between HOMO and LUMO**: 7.58 eV

Each line ends with the natural charge from an NBO analysis.
Element x y z (Å)
1 O 9.33800 41.48800 36.27300  -0.762
2 H 8.51100 41.65800 35.74500  0.556
3 H 9.18700 40.68400 36.50800  0.523
4 H 10.11400 41.59300 35.74400  0.538
5 C 6.79800 42.65600 34.44500  -0.235
6 O 7.09300 41.31900 34.78500  -0.988
7 H 7.52800 43.16700 34.99900  0.126
8 H 5.90900 42.98700 34.92800  0.148
9 H 6.63300 42.80600 33.30700  0.145
10 O 5.72300 39.53500 36.20500  -1.057
11 H 5.88200 38.67400 35.95200  0.441
12 H 6.36100 40.19400 35.51600  0.527
13 O 8.52100 38.98000 36.59500  -1.012
14 H 7.85700 39.03600 37.25500  0.517
15 H 9.20600 38.23300 36.48700  0.511
16 O 12.72800 43.70800 34.34000  -0.928
17 H 12.90700 43.85400 33.40900  0.462
18 H 12.20400 42.95300 34.31000  0.461
19 O 10.91700 41.23000 34.15100  -0.960
20 H 10.46600 41.78000 33.53700  0.493
21 H 11.21400 40.51800 33.66800  0.493
22 O 7.42100 41.89400 38.83500  -0.973
23 H 6.65900 42.47400 38.64600  0.490
24 H 7.24100 40.89500 38.63700  0.483

Forces on atoms 1 to 3 (eV/Å):
O 0.872 9.029 -0.573
H -2.425 -0.071 -1.786
H -1.214 -9.538 2.783



Density functional theory data (ωB97M-V with the def2-TZVPD basis set) for a 2-piece molecular cluster, C4H6N2 overall at a distorted geometry.

Summary:
**Largest force on an atom**: 0.1479 Eh/bohr
**HOMO energy**: -9.1999 eV
**ΔE to the lowest compared entry with this formula, charge and spin**: 666.0 kJ/mol
**Gap between HOMO and LUMO**: 7.90 eV

Each line ends with the natural charge from an NBO analysis.
Element x y z (Å)
1 C 0.94833 -0.21295 0.20761  0.395
2 C 0.02307 1.04756 0.34192  -0.526
3 C -1.32462 0.45718 -0.22911  -0.264
4 C -1.23950 -0.87887 -0.12875  -0.047
5 H 2.56923 0.64666 -0.45488  0.341
6 H 0.00036 1.33922 1.52372  0.247
7 H 0.52101 2.06458 -0.21811  0.235
8 H -2.25254 0.97706 -0.40773  0.232
9 H -2.03207 -1.60577 -0.27370  0.223
10 H 0.46481 -2.25722 -0.83329  0.248
11 N 2.23700 -0.30883 -0.23758  -0.644
12 N 0.08493 -1.26860 0.70987  -0.441

Forces on atoms 1 to 3 (eV/Å):
C 3.339 0.989 -0.604
C 1.189 2.369 0.142
C 1.594 -0.544 1.395



Density functional theory data (ωB97M-V with the def2-TZVPD basis set) for C39H50BrClO3P4Pb as an isolated structure at a distorted geometry.

Summary:
**Largest force on an atom**: 0.1626 Eh/bohr
**HOMO energy (alpha / beta)**: -12.1970 / -12.1985 eV
**Total charge**: +2
**Gap between HOMO and LUMO (alpha / beta)**: 5.38 / 5.43 eV

Each line ends with the Mulliken charge.
Element x y z (Å)
1 P 1.45540 1.15339 -3.57121  -0.032
2 C 3.11748 1.55161 -3.28491  1.159
3 C 3.91494 0.94648 -4.28883  -0.279
4 H 3.45746 0.16323 -4.90906  0.455
5 C 5.19995 1.40268 -4.46395  -0.728
6 H 5.79622 0.96501 -5.26986  0.417
7 C 5.71230 2.40476 -3.64148  -0.482
8 H 6.72329 2.76119 -3.80378  0.426
9 C 4.94572 2.95736 -2.60506  -0.706
10 H 5.35716 3.73677 -1.96203  0.439
11 C 3.64226 2.52672 -2.39176  -0.736
12 H 3.01551 2.89968 -1.57622  0.375
13 C 1.05177 -0.52312 -3.84893  0.619
14 C 1.75853 -1.64347 -3.32321  0.016
15 H 2.55658 -1.48601 -2.59047  0.534
16 C 1.42323 -2.91102 -3.78649  -0.662
17 H 1.97275 -3.77693 -3.39838  0.448
18 C 0.43228 -3.06893 -4.75046  -0.616
19 H 0.19953 -4.06770 -5.12859  0.448
20 C -0.26660 -1.97258 -5.25813  -0.807
21 H -1.02157 -2.08800 -6.03032  0.475
22 C 0.00765 -0.69953 -4.79331  -0.660
23 H -0.50780 0.18901 -5.17354  0.446
24 C 0.27853 2.40531 -3.78287  0.799
25 C 0.64401 3.02423 -5.00143  -0.625
26 H 1.55841 2.67390 -5.50072  0.484
27 C -0.16532 4.01655 -5.51296  -0.746
28 H 0.11312 4.45930 -6.46429  0.435
29 C -1.30061 4.41966 -4.80985  -0.623
30 H -1.92515 5.20979 -5.22788  0.403
31 C -1.64761 3.84094 -3.59009  -0.745
32 H -2.53609 4.16779 -3.04053  0.438
33 C -0.86447 2.81917 -3.04415  0.677
34 H -1.08288 2.37090 -2.07285  -0.015
35 Pb 0.42972 0.37141 1.80567  0.944
36 C -1.56898 -1.20163 1.08664  -1.170
37 C -1.92826 -1.47900 -0.11365  1.299
38 H -2.01834 -1.59681 2.06010  0.061
39 C -1.15731 -0.84001 -1.27241  1.591
40 O -2.14152 -0.09264 -2.05830  -0.758
41 H -1.66888 0.45834 -2.72030  0.155
42 C -0.03348 0.11286 -0.96827  -1.552
43 H -0.75901 -1.64229 -1.94861  -0.680
44 C 0.77986 0.77781 -0.10100  -0.012
45 Cl 2.36130 2.31175 1.86834  -0.530
46 P -1.47298 2.43897 1.98148  1.218
47 P 1.89646 -1.98393 1.91129  1.031
48 C -0.95128 3.38328 3.45555  -1.223
49 H 0.10732 3.65129 3.34263  0.325
50 H -1.05187 2.74015 4.34056  0.248
51 H -1.56978 4.28590 3.55618  0.488
52 C -1.65686 3.68028 0.66052  -1.299
53 H -2.36475 3.31960 -0.09781  0.290
54 H -0.67760 3.83131 0.18576  0.305
55 H -2.01148 4.63192 1.08085  0.588
56 C -3.16931 1.90717 2.38358  -1.217
57 H -3.11645 1.20078 3.22347  0.302
58 H -3.59617 1.39028 1.51358  0.198
59 H -3.78923 2.77489 2.64993  0.460
60 C 2.65932 -2.19491 3.55230  -1.096
61 H 1.88998 -2.53710 4.25800  0.280
62 H 3.02716 -1.22066 3.89938  0.256
63 H 3.48421 -2.91852 3.48912  0.514
64 C 1.05334 -3.57487 1.62551  -1.052
65 H 0.64534 -3.59336 0.60575  0.137
66 H 0.22259 -3.64547 2.34137  0.248
67 H 1.75121 -4.41273 1.76599  0.490
68 C 3.30336 -2.00705 0.75355  -1.128
69 H 3.67910 -0.98011 0.64043  0.341
70 H 2.98264 -2.38152 -0.22715  0.174
71 H 4.10183 -2.64644 1.15432  0.532
72 P -3.26914 -2.54500 -0.65433  1.397
73 C -3.83800 -3.51989 0.74929  -1.219
74 C -2.60153 -3.58664 -1.96218  -1.122
75 H -4.04893 -2.84187 1.59878  0.393
76 H -3.05378 -4.24858 1.03371  0.401
77 H -4.75828 -4.05429 0.44291  0.425
78 H -2.27438 -2.96672 -2.80880  0.225
79 H -3.38028 -4.28570 -2.29533  0.509
80 H -1.74130 -4.15039 -1.57121  0.356
81 C -4.59777 -1.51803 -1.31059  -1.247
82 H -4.93953 -0.83206 -0.51995  0.399
83 H -5.42579 -2.16128 -1.64315  0.476
84 H -4.18492 -0.92882 -2.14349  0.321
85 H 1.66173 1.48480 -0.32191  -0.365
86 Br 1.76600 1.03326 5.41641  -0.076
87 C 0.58429 0.18898 6.63744  0.263
88 C 0.74944 0.37083 8.01466  -0.589
89 C -0.11148 -0.27752 8.91540  -0.593
90 C -1.11717 -1.11615 8.42469  -0.633
91 C -1.27507 -1.30346 7.05069  -0.363
92 C -0.44474 -0.62636 6.15539  0.389
93 C -0.65374 -0.83294 4.64859  0.216
94 O -0.47913 -1.96199 4.20742  -0.635
95 O -0.98758 0.24822 4.02122  -0.344
96 H 1.54438 1.01523 8.37657  0.424
97 H 0.01528 -0.12523 9.98506  0.396
98 H -1.78729 -1.63597 9.11547  0.382
99 H -2.03846 -1.96948 6.65049  0.424

Forces on atoms 1 to 3 (eV/Å):
P -0.280 -1.041 2.623
C 0.786 0.070 -0.118
C -0.433 0.275 0.487



Density functional theory data (ωB97M-V with the def2-TZVPD basis set) for C49H55As2N6O2S2Si2Ti as an isolated structure at a distorted geometry.

Summary:
**Largest force on an atom**: 0.0585 Eh/bohr
**HOMO energy**: -9.6359 eV
**ΔE to the lowest compared entry with this formula, charge and spin**: 217.1 kJ/mol
**Total charge**: +1
**Gap between HOMO and LUMO**: 4.92 eV

Each line ends with the Mulliken charge.
Element x y z (Å)
1 Ti 0.25198 -0.36155 2.23627  -0.574
2 N -4.37892 -5.98876 -1.55530  -0.519
3 C -3.85795 -4.78282 -1.18714  1.065
4 C -2.65382 -4.31805 -1.71548  -0.790
5 C -2.10184 -3.10525 -1.31824  -0.271
6 C -2.73548 -2.43224 -0.26349  -0.262
7 C -3.95951 -2.84841 0.30547  -0.786
8 C -4.54802 -3.96078 -0.20015  -0.717
9 S -2.05088 -0.96911 0.35341  1.574
10 O -3.12007 -0.04367 0.56909  -0.759
11 O -0.87200 -0.67261 -0.43650  -0.384
12 N -1.30146 -1.48853 1.79314  0.886
13 C -1.81361 -1.69975 3.08075  0.078
14 N -0.87372 -1.21667 3.94711  0.441
15 C -1.22261 -1.14499 5.28747  -0.356
16 C -2.42492 -1.67897 5.70335  -0.711
17 C -3.31557 -2.07395 4.70565  -0.313
18 N -2.98550 -2.17873 3.42848  -0.365
19 H -4.12953 -6.47737 -2.43504  0.241
20 H -5.33809 -6.12212 -1.33183  0.222
21 H -2.15007 -4.96059 -2.49143  0.225
22 H -1.21241 -2.70773 -1.79512  0.683
23 H -4.37424 -2.31137 1.20837  0.274
24 H -5.54620 -4.29758 0.09050  0.281
25 H -0.47234 -0.72771 5.91766  0.556
26 H -2.77454 -1.65991 6.74259  0.400
27 H -4.32456 -2.27475 4.97905  0.506
28 C 1.49431 -4.45053 5.10585  -1.272
29 Si 2.18268 -4.97559 3.32065  0.565
30 C 0.87727 -6.32404 2.92847  -1.193
31 C 3.94009 -5.89013 3.54918  -1.206
32 C 2.29059 -3.64348 2.05606  0.644
33 C 2.36420 -2.27612 2.44324  0.160
34 C 3.05678 -1.90439 3.65538  -0.334
35 C 3.49164 -0.62377 3.85308  -1.067
36 C 3.31241 0.32725 2.84582  -0.220
37 C 2.59279 -0.02553 1.67780  -1.310
38 N 1.87999 -1.20832 1.65494  0.055
39 Si 2.66021 -3.96494 0.18536  0.270
40 C 3.19232 -5.69698 -0.27257  -1.170
41 C 3.85887 -2.63504 -0.49084  -1.167
42 C 1.08348 -3.83215 -0.76483  -0.547
43 H 0.83044 -5.22990 5.52406  0.433
44 H 0.98081 -3.51759 5.11631  0.268
45 H 2.38098 -4.29818 5.75487  0.403
46 H 1.15299 -7.32608 3.36560  0.343
47 H 0.67056 -6.50563 1.85203  0.322
48 H -0.13207 -6.07826 3.37074  0.321
49 H 3.78725 -6.90303 3.94079  0.366
50 H 4.57869 -5.34882 4.27319  0.323
51 H 4.45144 -5.92089 2.59336  0.310
52 H 3.21963 -2.72774 4.32948  0.472
53 H 3.99957 -0.34515 4.77326  0.451
54 H 3.65382 1.37403 2.98340  0.504
55 H 2.42024 0.63162 0.85574  1.072
56 H 4.16327 -5.95859 0.14502  0.374
57 H 3.19125 -5.81202 -1.35429  0.422
58 H 2.45673 -6.42799 0.08110  0.279
59 H 4.73664 -2.46461 0.15938  0.359
60 H 3.33301 -1.71717 -0.80688  0.160
61 H 4.32402 -2.97510 -1.41233  0.452
62 H 1.38117 -3.19280 -1.61993  0.314
63 H 0.28797 -3.25586 -0.26639  -0.332
64 H 0.57974 -4.77005 -1.03458  0.433
65 C -0.34281 4.38778 -1.06225  -0.449
66 C 0.38434 4.07623 -2.33811  -1.573
67 As 1.08769 2.16861 -2.25532  1.150
68 C 3.04736 2.47593 -2.13518  0.312
69 C 3.99006 1.74418 -2.85671  -0.468
70 C 5.34016 1.93608 -2.54086  -0.591
71 C 5.72531 2.84870 -1.57216  -0.713
72 C 4.74186 3.51951 -0.85011  -0.363
73 C 3.39200 3.36543 -1.12441  -0.431
74 C 1.18413 1.93669 -4.22374  0.113
75 C 0.28968 1.04167 -4.79727  -0.362
76 C 0.17192 1.01363 -6.17331  -0.488
77 C 0.93379 1.82568 -6.95177  -0.435
78 C 1.84995 2.72409 -6.39500  -0.697
79 C 1.92596 2.83964 -5.01390  -0.322
80 As -2.13018 3.48757 -1.16315  0.569
81 C -2.86865 4.75679 -2.49135  0.122
82 C -3.31126 6.02246 -2.06997  -0.326
83 C -4.00068 6.87736 -2.90224  -0.679
84 C -4.11167 6.58066 -4.27280  -0.437
85 C -3.75362 5.30686 -4.70900  -0.564
86 C -3.09515 4.41443 -3.83868  -0.245
87 C -3.10062 4.31742 0.34878  -0.245
88 C -2.38205 4.61271 1.49911  0.341
89 C -2.96755 5.23286 2.58217  -0.725
90 C -4.36451 5.52481 2.50356  -0.406
91 C -5.09747 5.15319 1.37900  -0.577
92 C -4.48856 4.45715 0.38167  -0.367
93 H -0.45687 5.48278 -1.00110  0.469
94 H 0.21777 4.11897 -0.11909  0.254
95 H 1.16248 4.82377 -2.52779  0.485
96 H -0.24196 4.19758 -3.22511  0.603
97 H 3.63975 1.07749 -3.68449  0.380
98 H 6.06328 1.34786 -3.07822  0.436
99 H 6.75016 3.15821 -1.38871  0.395
100 H 5.02677 4.22783 -0.03153  0.352
101 H 2.61865 3.86430 -0.49692  0.112
102 H -0.23128 0.29499 -4.18310  0.389
103 H -0.53782 0.31789 -6.65851  0.354
104 H 0.89249 1.69097 -8.05805  0.308
105 H 2.55897 3.21616 -7.03871  0.391
106 H 2.67599 3.52143 -4.61046  0.421
107 H -3.05767 6.30527 -1.01887  0.288
108 H -4.44042 7.82402 -2.58269  0.363
109 H -4.55300 7.32366 -4.95914  0.347
110 H -3.85401 4.99847 -5.75124  0.349
111 H -2.79509 3.41793 -4.12455  0.480
112 H -1.26319 4.48191 1.51539  0.226
113 H -2.35472 5.48577 3.48303  0.316
114 H -4.83272 6.09909 3.33577  0.322
115 H -6.12959 5.41361 1.30231  0.453
116 H -5.05941 4.03575 -0.46638  0.361
117 S 0.16289 3.32537 3.86559  -0.300
118 C -0.08634 2.24664 2.72272  0.565
119 N -0.36448 1.45169 1.83276  -0.147

Forces on atoms 1 to 3 (eV/Å):
Ti -0.259 -0.997 -0.513
N 0.092 -0.720 -0.981
C -0.286 1.310 0.726